This record from OMol25 describes a molecular structure, C20H42AgN2O4 at a distorted geometry. The level of theory is ωB97M-V/def2-TZVPD.

Cartesian coordinates (Å):
C -1.98 -0.88 -4.84
H -2.75 -2.97 -5.82
H 0.10 2.04 0.38
C -0.11 4.85 1.53
C -0.86 -1.09 -5.87
H -4.11 -0.87 -3.17
H 0.49 2.57 6.54
H 2.15 4.50 5.47
H -0.54 -0.26 -6.50
H -2.76 -0.40 -5.43
H 1.74 1.91 0.75
H 5.27 -1.94 1.32
C 0.86 3.63 1.90
C -0.53 4.60 4.89
O -1.93 -4.26 4.54
H 2.51 5.02 1.49
C 0.29 -1.84 -5.21
H -0.97 -5.05 -4.95
H 3.18 3.46 1.95
C 1.37 -3.47 -3.64
H 3.61 4.87 3.71
N 0.32 2.84 3.08
H -3.12 -4.03 -4.49
H -4.27 -2.66 -4.92
H -1.46 4.52 4.33
H -0.68 4.59 5.97
H 5.51 -3.39 2.27
H -0.50 5.31 2.44
C -3.23 -3.00 -4.84
H -3.73 -2.20 -2.16
N -1.09 -2.76 -3.44
C -3.29 -1.53 -2.90
H -1.48 -0.15 -4.21
H 1.99 5.70 3.62
C 2.34 4.14 2.11
H -4.07 -4.28 4.22
O 3.73 -2.45 2.59
H -0.70 1.99 5.52
C 0.48 3.44 4.47
C -2.36 -2.10 -3.97
C 5.03 -2.41 2.28
H 1.27 -4.14 -2.79
H 2.18 -3.68 -4.35
C 1.99 3.86 4.61
H -3.15 -5.81 4.22
H -1.27 -1.73 -6.65
H -2.82 -0.81 -2.23
O -0.96 2.19 2.86
C -0.01 -3.13 -4.38
H 0.63 -4.87 -5.59
C 0.97 2.67 0.58
H -1.02 4.38 1.16
C 0.33 2.32 5.49
H 0.75 -1.12 -4.54
C -0.28 -4.31 -5.36
H 0.26 5.62 0.85
O -1.17 -3.62 -2.22
C 2.54 4.77 3.49
H -3.44 -4.92 5.71
H -0.19 5.58 4.56
H 1.03 1.55 5.18
H -0.75 -4.01 -6.29
H 2.66 2.99 4.59
H 1.16 3.29 -0.30
H 5.61 -1.81 2.98
H 1.13 -2.09 -5.86
Ag -0.31 -1.72 1.70
H 1.60 -2.56 -3.09
C -3.22 -4.81 4.65

## Properties
* expectation value of S²: 0.76
* frontier orbital gap (spin up / spin down): 3.566 / 3.086 eV
* spin multiplicity: 2
* highest occupied orbital energy (spin up / spin down): -0.490 / -0.444 eV
* total charge: -2
* LUMO (spin up / spin down): 3.08 / 2.64 eV



This record from OMol25 describes a molecular structure, C20H42Br4FKMgN2NaO9 at a distorted geometry. The level of theory is ωB97M-V/def2-TZVPD.

Cartesian coordinates (Å):
H 1.59 -1.99 -2.64
H 1.63 0.88 -1.00
N -3.79 -0.95 3.55
C -0.56 2.60 2.77
H 3.06 -4.03 -0.87
H 5.22 -1.79 -0.69
C 4.21 -2.29 -2.73
H -0.73 -0.12 -2.97
O -7.24 2.40 -1.78
H 5.43 -3.61 -1.17
H -4.15 0.35 -1.86
H -1.36 3.84 4.59
H 0.73 0.31 4.73
H 3.50 -3.14 -3.18
O -3.85 0.54 -0.99
H 0.20 -1.92 0.44
H -1.36 4.83 2.93
H 0.96 -4.81 -1.08
K 5.32 -5.27 -1.60
H -0.71 -0.88 -1.24
Na -5.69 -0.73 -1.24
H -2.05 -1.89 4.28
H 0.41 2.09 3.19
Mg 1.97 -0.21 3.04
Br 0.49 0.53 -5.36
H -8.46 -1.68 1.22
C -0.82 1.40 0.43
H 3.68 -3.33 0.53
H -1.94 1.69 -1.64
O -4.15 -2.05 3.12
C 2.18 -1.26 -1.90
C -7.01 3.57 -2.10
H 1.54 3.93 3.97
H 2.71 -0.21 -6.22
H -1.79 0.93 0.92
H 0.61 3.24 0.92
F 1.26 -3.57 1.32
H -0.15 2.29 -1.57
C 2.32 -2.03 -0.46
O -4.42 0.11 3.44
C -0.78 4.03 3.57
C 0.28 -3.83 -0.98
H 0.56 5.09 5.16
C 2.32 0.78 -5.97
C -0.50 2.85 1.12
C 1.55 0.83 5.26
O 3.48 -0.99 -2.57
H 3.42 2.08 -7.29
H 2.42 0.45 4.71
H -1.81 -3.50 0.07
O -7.85 4.46 -2.13
O -5.82 3.71 -2.39
C -0.87 1.42 -1.22
H 2.86 1.16 -5.10
C -0.28 0.00 -1.88
O 1.44 2.15 5.39
H -2.68 -0.53 5.27
O -8.51 -2.36 0.56
C 0.68 4.72 4.03
H 0.83 5.63 3.30
Br 1.80 0.95 -8.78
H 1.64 0.72 -2.88
C 1.35 0.15 -1.87
Br 2.89 -0.80 1.06
H -1.05 -5.30 0.34
C 2.39 1.77 -7.11
H -1.26 3.71 0.84
C -1.17 -4.38 -0.37
Br 3.83 1.85 6.16
H -1.85 -0.20 3.71
H 0.08 0.68 0.72
H -1.47 1.90 3.07
H 1.61 0.24 6.18
H 5.16 -2.20 -3.42
N 3.40 -3.13 -0.48
H 0.04 -3.40 -2.04
H 1.77 2.65 -6.95
C 0.95 -2.77 0.07
C 4.67 -2.71 -1.19
H -1.77 -4.78 -1.32
C -2.49 -0.89 4.26

## Properties
* frontier orbital gap: 1.148 eV
* highest occupied orbital energy: -3.267 eV
* total charge: -1
* LUMO: -2.12 eV



This record from OMol25 describes 3 unconnected molecules or ions with the total composition C20H42NO5P at a distorted geometry. The level of theory is ωB97M-V/def2-TZVPD.

Cartesian coordinates (Å):
H 0.45 4.66 2.51
C -2.59 0.09 -0.96
O 1.06 -0.77 -0.21
H 1.91 -3.57 -1.91
H 1.75 -1.06 -2.14
H -6.57 3.71 -0.97
C -1.68 3.36 -1.82
H 1.61 4.02 0.29
H 5.75 -6.30 2.09
H 4.37 -6.66 3.13
C 5.39 -5.25 -0.47
H -1.25 4.18 2.77
C -5.55 3.80 -1.32
O -1.27 2.26 -2.28
C -3.16 1.16 0.03
C -0.38 4.09 2.13
H -2.67 0.08 1.77
C -2.01 3.47 -0.32
H -5.36 4.85 -1.48
H 4.82 -6.77 -1.89
H 0.22 -1.79 -1.71
H 3.79 -7.09 0.72
H -5.48 3.20 -2.22
H 1.18 4.96 -1.13
C -4.60 3.21 -0.23
H -4.15 0.98 2.00
H -5.76 4.27 1.19
C 5.63 -6.57 -1.18
H -2.98 -0.89 -0.72
H 2.77 -1.21 0.87
C 2.24 -0.35 0.44
C 3.16 0.48 -0.44
H -1.51 0.05 -0.92
C 4.73 -6.00 2.34
H 1.91 0.26 1.28
H -3.38 4.55 0.89
O -1.81 4.45 -2.46
C 0.84 4.16 -0.48
P -0.73 4.62 0.38
C -3.37 4.14 -0.12
C 3.81 -6.07 1.13
H -0.06 3.05 2.15
H -2.87 0.37 -1.96
H 2.95 -2.78 -0.73
C -2.01 2.11 0.40
O -5.31 1.08 -0.71
H 1.41 -3.43 -0.21
H -1.03 1.66 0.24
H 3.99 0.87 0.15
H 5.66 -7.40 -0.47
H -4.10 -0.53 1.02
H 2.62 1.31 -0.88
H -2.08 2.30 1.48
C -5.38 3.26 1.08
C 1.23 -1.60 -1.34
H -3.41 4.99 -0.79
H -4.76 3.08 1.95
H 6.17 -5.05 0.27
C -3.59 0.39 1.28
H 0.76 3.21 -1.00
H 4.77 -4.98 2.72
C 1.91 -2.92 -1.03
H 3.59 -0.12 -1.25
H 5.44 -4.44 -1.20
H 6.57 -6.55 -1.71
H -6.23 2.58 1.08
O 4.11 -5.13 0.12
H 2.79 -5.84 1.45
N -4.27 1.84 -0.68

## Properties
* expectation value of S²: 0.75
* frontier orbital gap (spin up / spin down): 6.600 / 6.609 eV
* spin multiplicity: 2
* highest occupied orbital energy (spin up / spin down): -4.421 / -4.429 eV
* total charge: -1
* LUMO (spin up / spin down): 2.18 / 2.18 eV



This record from OMol25 describes 7 unconnected molecules or ions with the total composition C20H42O13S4 at a distorted geometry. The level of theory is ωB97M-V/def2-TZVPD.

Cartesian coordinates (Å):
O 2.97 19.78 -16.55
C 2.81 20.14 -6.57
O 6.47 27.36 -9.70
H -0.09 21.25 -15.11
H 1.19 19.71 -18.61
C 2.33 29.16 -16.27
H 15.98 22.40 -13.00
H 7.66 22.73 -15.83
H 4.33 25.74 -7.77
C 4.11 19.18 -8.98
H 5.65 23.10 -12.83
H 0.45 31.18 -16.71
H 13.32 27.27 -13.05
S 1.83 20.82 -16.59
C 5.30 26.14 -7.48
H 3.16 18.69 -9.18
H 1.66 29.07 -18.41
C 1.83 29.80 -17.62
H 5.51 23.41 -14.51
H 7.25 20.97 -15.59
H 7.89 26.74 -6.88
C 17.86 21.76 -12.37
O 2.92 30.57 -18.11
C 17.01 22.73 -13.14
O 9.07 21.67 -14.89
S 3.78 20.87 -8.04
C 0.71 30.80 -17.70
H 16.25 20.54 -11.79
H 2.36 21.02 -6.09
C 12.48 26.68 -13.42
C 9.27 21.85 -13.60
C 0.64 20.06 -17.74
H 1.99 19.53 -6.93
C 17.22 20.40 -12.27
H 5.84 25.41 -6.88
H 0.45 19.57 -15.06
H 2.63 29.91 -15.54
H 18.87 21.70 -12.78
C 17.74 23.67 -11.21
H 3.40 19.52 -5.90
S 11.19 27.58 -14.44
H 6.53 21.11 -13.51
H -0.12 20.78 -18.03
H 0.18 19.19 -17.26
H 10.11 27.95 -12.32
C 8.03 26.23 -7.83
H 12.79 25.79 -13.98
C 7.74 21.86 -15.18
H 8.44 25.23 -7.67
O 8.18 22.18 -12.95
C 2.49 31.68 -18.75
H 1.35 20.89 -14.24
H 11.27 29.25 -12.48
H 5.24 27.16 -7.10
C 0.79 20.61 -15.13
H 17.31 22.78 -14.19
O 17.23 23.88 -12.34
O 1.21 31.83 -18.55
O 12.08 28.46 -15.27
O 17.99 22.41 -11.15
C 6.25 23.23 -13.73
H 16.92 20.04 -13.26
C 7.10 21.99 -13.81
O 3.12 32.54 -19.44
H 17.88 19.72 -11.75
H 8.71 26.88 -8.36
C 10.57 28.63 -13.03
H 3.07 28.37 -16.36
H 11.94 26.21 -12.61
O 10.29 21.79 -13.10
O 2.68 21.64 -8.84
H 4.67 18.55 -8.29
H 1.47 28.69 -15.79
H 4.65 19.35 -9.91
H 6.88 24.12 -13.83
H -0.27 30.41 -17.99
S 6.49 26.04 -8.92
O 18.00 24.49 -10.29
H 9.69 29.14 -13.44

## Properties
* frontier orbital gap: 8.940 eV
* highest occupied orbital energy: -8.829 eV
* LUMO: 0.11 eV



This record from OMol25 describes a molecular structure, C20H43CoN2P3Se at a distorted geometry. The level of theory is ωB97M-V/def2-TZVPD.

Cartesian coordinates (Å):
H 3.29 1.06 2.75
C 0.65 2.94 2.44
H 5.97 2.95 -1.33
C -1.51 -0.99 -2.76
C -4.70 -0.20 -5.23
H 3.96 0.46 -2.80
H 0.12 4.18 -0.54
C -1.99 0.19 3.07
H -0.85 -2.60 2.76
C -2.92 -0.44 0.52
C 5.41 2.51 -0.50
H 1.94 -1.13 4.69
H -3.46 -0.53 -3.47
H -3.76 -0.71 1.18
H 0.46 0.10 -1.22
C -2.85 -1.28 -2.98
C -1.24 -3.19 -1.74
H 2.49 -2.46 0.88
H 6.12 2.01 0.18
H 0.81 2.77 -1.36
H 0.17 2.45 3.30
H -4.42 -2.75 -2.95
H -3.01 -4.46 -1.81
C 3.36 1.22 -0.45
H 5.55 0.04 -2.07
H -1.14 -2.94 1.03
H -1.05 -0.07 -3.13
P -1.38 -0.56 1.49
C -1.71 2.86 0.78
N 2.34 0.85 0.03
C -0.75 -1.91 -2.03
C -2.58 -3.49 -2.06
H -0.57 -3.94 -1.31
H 2.79 -2.81 2.62
H -2.31 2.57 1.65
H 1.74 3.62 -0.09
C -1.47 -2.34 1.89
H -5.54 0.26 -4.71
H 1.17 -3.06 1.90
N 4.45 1.56 -1.07
H -2.52 -2.59 2.12
H -2.19 2.50 -0.13
P 1.63 -0.69 2.30
C 4.86 0.87 -2.29
H -3.08 0.58 0.13
H 0.76 0.17 4.42
C 0.74 3.29 -0.40
H -2.98 -0.25 3.29
H -1.65 3.95 0.75
H -3.77 -1.99 -5.91
H 0.42 4.01 2.48
Co 0.46 0.15 0.70
H 4.88 3.30 0.05
C 1.09 -0.82 4.07
H 0.28 -1.54 4.21
H 3.67 -0.46 3.60
H 4.02 -0.31 1.86
H -5.45 -2.21 -5.16
H -2.89 -1.13 -0.33
H -1.31 -0.04 3.90
H -2.10 1.27 3.00
C 3.31 -0.04 2.66
C 2.06 -2.43 1.89
P 0.00 2.22 0.88
H -3.92 0.46 -5.61
C -3.38 -2.52 -2.67
H 1.74 2.80 2.50
Se 1.02 -1.33 -1.51
C -4.64 -1.53 -5.43
H 5.37 1.59 -2.94

## Properties
* expectation value of S²: 6.03
* frontier orbital gap (spin up / spin down): 7.485 / 3.887 eV
* spin multiplicity: 5
* highest occupied orbital energy (spin up / spin down): -15.644 / -17.078 eV
* total charge: +3
* LUMO (spin up / spin down): -8.16 / -13.19 eV



This record from OMol25 describes a molecular structure, C20H43InN2OP3S at a distorted geometry. The level of theory is ωB97M-V/def2-TZVPD.

Cartesian coordinates (Å):
H -0.03 3.14 0.20
C 0.80 -3.10 -2.73
C 0.58 1.38 -6.77
H 0.71 2.76 -3.69
H 0.62 1.81 -0.88
H -4.88 -1.49 0.33
C 1.43 2.02 -4.10
C 2.22 0.73 1.60
C -2.12 2.54 3.78
H -2.35 2.73 -0.69
P -2.45 -1.37 0.35
C -1.69 2.63 6.07
H -0.73 -0.10 -5.83
In -1.26 0.80 0.93
C -0.25 2.23 -0.36
C 1.74 -1.99 2.31
O 0.79 -0.12 -3.56
C -0.61 3.41 5.34
H 1.16 -0.60 4.53
H 0.73 -2.20 -3.37
H -1.66 1.47 -1.82
H -4.26 -0.31 1.54
H 1.29 -2.56 3.14
P 0.87 -0.39 2.13
H 3.00 3.18 -5.11
H 2.04 1.63 -3.28
C 2.90 -1.58 -1.58
H 1.67 -2.60 1.40
C -1.55 2.02 -0.88
C 2.42 -4.21 -0.75
H 2.82 -4.60 -1.69
S -2.94 2.22 2.31
H 0.16 1.29 -7.77
H 2.80 -1.82 2.55
C -1.73 -2.96 0.85
H 1.94 1.77 1.82
C 2.15 2.52 -5.29
H -1.59 -2.97 1.94
H 3.43 -1.24 -0.67
H 0.39 2.99 5.50
H 2.41 0.63 0.52
H -0.75 -3.09 0.36
H -3.39 1.61 5.12
H -0.21 -3.50 -2.55
C -4.11 -1.30 1.09
H 2.20 2.67 -7.43
H 3.59 -2.16 -2.21
N -1.00 3.27 3.94
C 0.64 0.11 3.87
H -1.29 1.77 6.62
C 0.05 0.65 -5.73
N -2.56 2.18 5.00
P 1.49 -2.66 -1.10
H 1.03 1.13 4.04
H -4.19 -2.07 1.89
H -3.31 -2.32 -1.71
H -0.61 4.46 5.63
H -1.67 -1.63 -1.94
H -0.43 0.09 4.12
H -3.08 -0.54 -1.82
H 3.24 -4.02 -0.04
H 1.43 -3.87 -3.20
H 3.14 0.48 2.15
H -2.24 3.27 6.77
H -0.51 3.68 3.15
C 1.71 2.23 -6.55
C -2.64 -1.48 -1.46
H -2.39 -3.79 0.56
C 0.68 0.76 -4.44
H 2.52 -0.71 -2.13
H 1.73 -4.94 -0.30

## Properties
* frontier orbital gap: 3.889 eV
* highest occupied orbital energy: -15.057 eV
* total charge: +3
* LUMO: -11.17 eV



> Which formula does entry 5 have?

C20H43CoN2P3Se



Please write out number 2 again, unchanged.
This record from OMol25 describes a molecular structure, C20H42Br4FKMgN2NaO9 at a distorted geometry. The level of theory is ωB97M-V/def2-TZVPD.

Cartesian coordinates (Å):
H 1.59 -1.99 -2.64
H 1.63 0.88 -1.00
N -3.79 -0.95 3.55
C -0.56 2.60 2.77
H 3.06 -4.03 -0.87
H 5.22 -1.79 -0.69
C 4.21 -2.29 -2.73
H -0.73 -0.12 -2.97
O -7.24 2.40 -1.78
H 5.43 -3.61 -1.17
H -4.15 0.35 -1.86
H -1.36 3.84 4.59
H 0.73 0.31 4.73
H 3.50 -3.14 -3.18
O -3.85 0.54 -0.99
H 0.20 -1.92 0.44
H -1.36 4.83 2.93
H 0.96 -4.81 -1.08
K 5.32 -5.27 -1.60
H -0.71 -0.88 -1.24
Na -5.69 -0.73 -1.24
H -2.05 -1.89 4.28
H 0.41 2.09 3.19
Mg 1.97 -0.21 3.04
Br 0.49 0.53 -5.36
H -8.46 -1.68 1.22
C -0.82 1.40 0.43
H 3.68 -3.33 0.53
H -1.94 1.69 -1.64
O -4.15 -2.05 3.12
C 2.18 -1.26 -1.90
C -7.01 3.57 -2.10
H 1.54 3.93 3.97
H 2.71 -0.21 -6.22
H -1.79 0.93 0.92
H 0.61 3.24 0.92
F 1.26 -3.57 1.32
H -0.15 2.29 -1.57
C 2.32 -2.03 -0.46
O -4.42 0.11 3.44
C -0.78 4.03 3.57
C 0.28 -3.83 -0.98
H 0.56 5.09 5.16
C 2.32 0.78 -5.97
C -0.50 2.85 1.12
C 1.55 0.83 5.26
O 3.48 -0.99 -2.57
H 3.42 2.08 -7.29
H 2.42 0.45 4.71
H -1.81 -3.50 0.07
O -7.85 4.46 -2.13
O -5.82 3.71 -2.39
C -0.87 1.42 -1.22
H 2.86 1.16 -5.10
C -0.28 0.00 -1.88
O 1.44 2.15 5.39
H -2.68 -0.53 5.27
O -8.51 -2.36 0.56
C 0.68 4.72 4.03
H 0.83 5.63 3.30
Br 1.80 0.95 -8.78
H 1.64 0.72 -2.88
C 1.35 0.15 -1.87
Br 2.89 -0.80 1.06
H -1.05 -5.30 0.34
C 2.39 1.77 -7.11
H -1.26 3.71 0.84
C -1.17 -4.38 -0.37
Br 3.83 1.85 6.16
H -1.85 -0.20 3.71
H 0.08 0.68 0.72
H -1.47 1.90 3.07
H 1.61 0.24 6.18
H 5.16 -2.20 -3.42
N 3.40 -3.13 -0.48
H 0.04 -3.40 -2.04
H 1.77 2.65 -6.95
C 0.95 -2.77 0.07
C 4.67 -2.71 -1.19
H -1.77 -4.78 -1.32
C -2.49 -0.89 4.26

## Properties
* frontier orbital gap: 1.148 eV
* highest occupied orbital energy: -3.267 eV
* total charge: -1
* LUMO: -2.12 eV